Record 1
A 10-piece molecular cluster, C39H94N10O7 overall, computed with ωB97M-V/def2-TZVPD.

Properties
LUMO level = -0.256 eV
Relative energy (zero: lowest compared OMol25 entry of this formula, charge and spin) = 2566.1 kJ/mol
Net charge = 0

Atoms and positions in Å:
C 5.238 0.156 -1.811
C 4.475 0.928 -0.795
N 4.299 0.104 0.444
C 3.389 0.816 1.323
C 1.948 0.867 0.919
C 5.657 0.007 1.034
C 5.874 -0.538 2.400
H 6.322 0.142 -1.697
H 5.374 0.775 -2.697
H 4.883 -0.854 -2.015
H 4.957 1.899 -0.682
H 3.444 1.087 -1.110
H 3.456 0.259 2.258
H 3.781 1.824 1.458
H 1.305 0.101 1.352
H 1.570 1.748 1.438
H 1.695 0.908 -0.140
H 6.083 1.010 1.048
H 6.391 -0.517 0.422
H 6.909 -0.667 2.718
H 5.452 -1.543 2.391
H 5.300 -0.026 3.172
C -2.913 -5.516 -0.995
C -1.654 -4.699 -0.831
N -0.638 -4.797 -1.884
C -0.873 -4.167 -3.147
C -0.796 -2.601 -3.151
C 0.781 -4.450 -1.540
C 1.240 -5.200 -0.364
H -3.324 -5.658 0.004
H -2.774 -6.562 -1.269
H -3.637 -4.983 -1.613
H -1.876 -3.642 -0.686
H -1.172 -4.927 0.120
H -0.217 -4.639 -3.878
H -1.877 -4.467 -3.447
H 0.221 -2.218 -3.072
H -1.049 -2.297 -4.167
H -1.487 -1.975 -2.588
H 0.723 -3.383 -1.322
H 1.504 -4.570 -2.347
H 1.022 -4.563 0.493
H 2.325 -5.302 -0.396
H 0.945 -6.250 -0.356
C 0.002 3.406 -0.470
C -0.354 1.954 -0.857
N -0.389 1.022 0.286
C -0.568 -0.404 -0.176
C -0.739 -0.748 -1.723
C -1.218 1.410 1.467
C -0.969 0.441 2.538
H 0.779 3.337 0.290
H -0.956 3.849 -0.197
H 0.309 4.056 -1.290
H -1.261 1.959 -1.462
H 0.397 1.612 -1.570
H 0.147 -1.074 0.301
H -1.563 -0.651 0.194
H -0.957 -1.816 -1.732
H -1.595 -0.306 -2.234
H 0.143 -0.527 -2.323
H -2.273 1.446 1.197
H -0.883 2.389 1.810
H 0.091 0.576 2.755
H -1.134 -0.618 2.338
H -1.602 0.500 3.423
C 2.396 1.921 3.667
N 1.369 2.939 3.585
C 0.048 2.357 3.700
C 1.558 4.286 3.406
O 0.638 5.135 3.401
H 3.362 2.079 3.187
H 2.100 1.073 3.050
H 2.533 1.580 4.693
H -0.236 2.030 4.701
H -0.715 3.075 3.399
H 0.032 1.509 3.016
H 2.610 4.600 3.327
C -4.438 -3.625 0.350
N -3.462 -3.207 1.325
C -3.052 -1.820 1.369
C -2.872 -4.078 2.076
O -2.001 -3.745 2.895
H -4.089 -3.555 -0.680
H -5.210 -2.858 0.305
H -4.798 -4.624 0.598
H -3.548 -1.214 0.610
H -3.052 -1.391 2.371
H -1.990 -1.860 1.127
H -3.213 -5.124 2.031
C -1.065 4.651 -2.961
N -0.967 6.088 -2.567
C -0.048 6.976 -3.462
C -1.540 6.618 -1.524
O -1.582 7.825 -1.274
H -0.029 4.335 -2.841
H -1.488 4.485 -3.952
H -1.543 4.100 -2.152
H -0.421 6.960 -4.486
H -0.016 7.913 -2.908
H 0.975 6.607 -3.535
H -1.956 5.840 -0.866
C 2.186 -0.100 -2.897
N 2.124 1.329 -3.164
C 3.436 2.022 -2.870
C 0.949 1.990 -3.468
O 0.919 3.152 -3.538
H 1.528 -0.692 -3.534
H 1.682 -0.276 -1.947
H 3.174 -0.542 -2.772
H 4.162 2.152 -3.673
H 3.395 3.047 -2.501
H 3.853 1.468 -2.029
H 0.041 1.390 -3.637
C 0.265 -2.844 1.696
N 1.360 -1.935 2.036
C 2.634 -1.902 1.204
C 1.270 -1.418 3.222
O 2.222 -0.850 3.748
H -0.128 -2.546 0.724
H -0.696 -2.818 2.211
H 0.545 -3.895 1.765
H 2.609 -1.357 0.260
H 3.444 -1.391 1.724
H 2.866 -2.961 1.087
H 0.354 -1.645 3.788
C -3.481 2.404 -2.205
N -3.371 1.909 -3.608
C -4.542 2.036 -4.552
C -2.164 1.418 -3.879
O -1.235 1.349 -3.043
H -2.777 1.869 -1.568
H -4.494 2.122 -1.918
H -3.271 3.474 -2.235
H -4.871 1.044 -4.864
H -5.382 2.662 -4.252
H -4.082 2.482 -5.434
H -2.049 0.957 -4.872
C -3.823 -0.671 3.617
N -2.968 -1.401 4.499
C -1.703 -0.730 4.739
C -3.133 -2.632 4.921
O -2.480 -3.180 5.802
H -4.771 -1.082 3.271
H -3.395 -0.398 2.653
H -4.086 0.304 4.028
H -1.847 0.249 5.196
H -1.190 -1.230 5.560
H -1.155 -0.485 3.829
H -3.904 -3.162 4.340


Record 2
A 10-piece molecular cluster, C39H94N6O12PS10 overall, computed with ωB97M-V/def2-TZVPD.

Properties
LUMO level = -2.689 eV
Net charge = +1

Atoms and positions in Å:
C -4.083 -2.319 2.977
C -2.938 -1.389 2.575
C -3.460 -0.149 1.848
C -2.467 1.024 1.906
C -1.375 0.930 0.831
C -0.028 1.445 1.373
N 0.606 2.451 0.516
C 0.026 3.786 0.670
C 0.657 4.513 1.892
C 2.129 4.187 2.179
C 2.457 4.407 3.675
N 3.195 3.261 4.231
C 2.474 2.128 4.507
N 2.942 0.952 4.425
N 1.134 2.337 4.938
C 1.638 2.232 -0.229
N 2.125 3.303 -0.959
S 1.404 3.505 -2.518
N 2.258 1.004 -0.184
C 1.583 -0.078 -0.916
C 1.390 0.163 -2.386
C 0.122 0.492 -2.823
C -0.155 0.709 -4.157
C 0.846 0.593 -5.098
C 0.544 0.786 -6.541
C 2.120 0.277 -4.658
C 2.397 0.061 -3.330
C 3.706 1.025 -0.325
P 4.454 0.066 1.065
O 4.961 1.021 2.055
O 3.348 -0.861 1.693
O 5.557 -0.870 0.460
H -4.441 -2.899 2.136
H -4.883 -1.713 3.375
H -3.727 -3.034 3.707
H -2.279 -1.929 1.900
H -2.336 -1.097 3.430
H -4.398 0.175 2.278
H -3.596 -0.402 0.803
H -2.000 1.029 2.885
H -2.968 1.955 1.701
H -1.249 -0.110 0.568
H -1.649 1.512 -0.036
H 0.661 0.663 1.650
H -0.256 1.990 2.278
H -1.012 3.611 0.912
H 0.023 4.347 -0.249
H 0.092 4.179 2.753
H 0.529 5.580 1.840
H 2.374 3.149 2.015
H 2.767 4.846 1.610
H 1.563 4.547 4.257
H 3.078 5.278 3.817
H 3.966 3.011 3.625
H 3.913 0.978 4.119
H 0.566 1.663 4.444
H 1.079 2.036 5.903
H 3.130 3.362 -0.974
H 1.594 4.825 -2.623
H 2.176 -0.973 -0.768
H 0.625 -0.301 -0.484
H -0.677 0.565 -2.106
H -1.163 0.937 -4.444
H 0.483 -0.158 -7.066
H 1.276 1.414 -7.026
H -0.415 1.266 -6.666
H 2.903 0.189 -5.389
H 3.395 -0.210 -3.038
H 4.150 1.993 -0.175
H 4.027 0.591 -1.261
H 2.962 -0.400 2.467
H 5.150 -1.486 -0.168
C -5.824 5.440 0.289
S -5.470 3.841 1.006
O -4.102 3.456 0.541
C -6.631 2.901 0.016
H -5.162 6.169 0.748
H -5.645 5.417 -0.785
H -6.860 5.709 0.496
H -6.400 3.035 -1.041
H -7.643 3.239 0.233
H -6.530 1.852 0.286
C -6.294 -5.974 2.137
S -5.389 -5.194 0.803
O -6.070 -3.898 0.517
C -5.893 -6.361 -0.459
H -6.151 -5.382 3.039
H -7.351 -6.013 1.883
H -5.912 -6.981 2.298
H -6.981 -6.362 -0.521
H -5.525 -7.354 -0.205
H -5.461 -6.047 -1.407
C 8.812 -1.949 -0.462
S 8.312 -0.579 -1.501
O 7.813 -1.153 -2.783
C 9.959 0.067 -1.796
H 7.924 -2.516 -0.196
H 9.507 -2.588 -1.006
H 9.279 -1.569 0.446
H 10.576 -0.704 -2.258
H 10.394 0.387 -0.849
H 9.870 0.919 -2.465
C -0.845 -5.973 -1.705
S -2.010 -5.756 -3.057
O -3.341 -6.134 -2.524
C -1.415 -7.144 -4.027
H -1.071 -5.222 -0.949
H -0.963 -6.970 -1.279
H 0.168 -5.833 -2.080
H -1.484 -8.059 -3.439
H -0.384 -6.959 -4.329
H -2.047 -7.226 -4.909
C -10.392 -6.238 0.517
S -10.168 -7.350 1.911
O -8.886 -8.070 1.689
C -11.493 -8.477 1.471
H -9.625 -5.468 0.575
H -10.287 -6.796 -0.414
H -11.377 -5.777 0.578
H -11.312 -8.882 0.476
H -12.444 -7.945 1.502
H -11.500 -9.282 2.201
C -2.588 8.278 -0.839
S -3.684 8.569 -2.234
O -4.875 7.706 -2.032
C -2.651 7.753 -3.456
H -3.070 8.676 0.051
H -2.422 7.207 -0.719
H -1.644 8.797 -1.004
H -2.482 6.718 -3.157
H -1.706 8.288 -3.546
H -3.179 7.781 -4.407
C 7.994 -3.808 -4.728
S 6.564 -3.832 -5.809
O 5.585 -4.784 -5.219
C 7.363 -4.680 -7.176
H 7.691 -3.347 -3.791
H 8.340 -4.827 -4.553
H 8.782 -3.208 -5.183
H 7.744 -5.642 -6.835
H 8.173 -4.060 -7.560
H 6.619 -4.833 -7.954
C 5.727 -5.666 2.244
S 6.606 -4.184 1.743
O 8.035 -4.370 2.091
C 5.891 -3.107 2.992
H 6.064 -6.483 1.612
H 5.954 -5.886 3.287
H 4.656 -5.515 2.109
H 6.112 -3.505 3.982
H 4.814 -3.036 2.839
H 6.342 -2.123 2.881
C -1.066 9.552 3.880
S -0.367 7.902 3.873
O -0.796 7.249 2.601
C -1.404 7.243 5.179
H -0.580 10.125 3.094
H -2.137 9.494 3.688
H -0.875 10.020 4.845
H -2.452 7.342 4.897
H -1.203 7.783 6.104
H -1.154 6.192 5.307


no.,E_HOMO (eV),energy (Eh),frontier orbital gap (eV)
1,-7.69,-2615.66588,7.4343
2,-9.71,-7096.63762,7.0174